Run P
C5H8S3 | wB97M-V/def2-TZVPD

The charge is 0. The value obtained for the HOMO energy is -8.77 eV. The value obtained for the orbital gap is 8.2687 eV.

Positions of all 16 atoms, in Å:
C (0.98590, 0.11731, -0.13783)
C (0.08816, 1.17223, -0.80101)
C (-2.11048, -0.23242, 0.38792)
C (0.44217, -1.29160, 0.03419)
C (0.67879, -0.25832, 1.29126)
H (3.17774, 1.09527, -1.76003)
H (0.48967, 2.22274, -1.32163)
H (-0.44015, 0.46722, -1.77386)
H (-3.25659, -0.39745, 0.00031)
H (-2.33437, -0.42990, 1.39660)
H (1.07886, -2.19312, -0.18599)
H (1.42985, -0.73041, 2.03181)
H (-0.16937, 0.21460, 1.58580)
S (2.85378, 0.14099, -0.12717)
S (-1.60073, 1.58169, 0.02195)
S (-1.31323, -1.47884, -0.64232)

=====

Run Q
C5H8S3 | wB97M-V/def2-TZVPD

The charge is 0. Its SMILES is S=C(/C=C\CS)CS. The value obtained for the HOMO energy is -8.86 eV. The value obtained for the orbital gap is 7.9366 eV.

Positions of all 16 atoms, in Å:
S (-1.06177, 1.14444, -0.13618)
C (-0.30210, 0.01080, 0.77475)
C (0.53565, -1.10912, 0.33891)
C (0.47257, -1.61959, -0.89393)
C (-0.44268, -1.31306, -2.09498)
S (0.31844, -0.15441, -3.26133)
C (-0.51579, 0.00945, 2.29517)
S (0.86692, 0.80955, 3.18653)
H (1.24080, -1.54172, 1.05708)
H (1.21222, -2.36569, -1.16995)
H (-1.46175, -0.99360, -1.83836)
H (-0.61013, -2.20900, -2.69401)
H (0.41970, 0.91525, -2.44773)
H (-1.45924, 0.56754, 2.60633)
H (-0.60265, -1.07308, 2.72350)
H (0.79770, 2.03620, 2.61920)

=====

Short version: run P is the least stable of them.

=====

Run P
C27H31N9O3ReS | wB97M-V/def2-TZVPD

The charge is +2. As for the spin multiplicity: 2. The value obtained for the HOMO energy (spin up / spin down) is -13.65 / -13.63 eV. The value obtained for the orbital gap (spin up / spin down) is 5.4326 / 5.7127 eV.

Positions of all 72 atoms, in Å:
Re (0.45743, -0.17108, 1.38640)
N (-3.64386, -2.89246, -2.64580)
C (-3.54497, -2.63816, -1.34235)
N (-2.42317, -2.41233, -0.71081)
C (-1.26047, -2.39737, -1.44351)
N (-0.10423, -2.10149, -0.89584)
N (-0.01963, -1.96844, 0.46196)
C (-0.29762, -2.93902, 1.25082)
C (-0.19623, -2.69083, 2.69068)
C (-0.26640, -3.67932, 3.64282)
C (-0.06864, -3.34432, 4.97923)
C (0.18257, -2.02391, 5.31924)
C (0.22363, -1.07830, 4.31838)
N (0.02971, -1.40243, 3.03133)
C (-1.28361, -2.66477, -2.86826)
C (-0.12515, -2.70144, -3.65696)
C (-0.21281, -3.00744, -4.99146)
C (-1.45926, -3.28137, -5.56636)
C (-2.60770, -3.24704, -4.80908)
C (-2.51300, -2.93531, -3.45611)
H (-4.54519, -3.05892, -3.06063)
H (-4.47122, -2.61645, -0.77841)
H (-0.59354, -3.90012, 0.84835)
H (-0.45006, -4.70202, 3.33610)
H (-0.09381, -4.11149, 5.74376)
H (0.35771, -1.73033, 6.34624)
H (0.41818, -0.03673, 4.53082)
H (0.82684, -2.49282, -3.18484)
H (0.67928, -3.04701, -5.60556)
H (-1.52240, -3.53058, -6.61850)
H (-3.57394, -3.45867, -5.25438)
C (3.88409, 1.83008, -1.61968)
C (3.16550, 0.54668, -2.00337)
S (1.38246, 0.55090, -1.80282)
O (1.15980, 0.88618, -0.30453)
C (0.90658, 2.07141, -2.67176)
C (0.81754, 3.30674, -1.78770)
H (4.95992, 1.65661, -1.65554)
H (3.62826, 2.14037, -0.60776)
H (3.66183, 2.64477, -2.30935)
H (3.47987, -0.29611, -1.38291)
H (3.32678, 0.27005, -3.04935)
H (-0.06146, 1.82543, -3.11025)
H (1.62623, 2.18335, -3.48685)
H (0.24005, 3.10703, -0.88602)
H (0.31045, 4.09506, -2.34519)
H (1.79911, 3.67630, -1.49320)
N (-1.29104, 0.47591, 0.77735)
C (-1.93889, 1.03211, -0.05156)
C (-2.67016, 1.65976, -0.98532)
C (-2.85961, 1.00442, -2.24936)
N (-2.97268, 0.44498, -3.25067)
C (-3.12775, 3.00013, -0.74703)
N (-3.45912, 4.08691, -0.55170)
C (2.41697, 2.89348, 1.89878)
C (1.49556, 2.52498, 3.03452)
O (0.32995, 1.79934, 2.53692)
C (-0.90090, 2.10756, 3.25604)
C (-1.51753, 3.39604, 2.76699)
H (3.28314, 3.42966, 2.29048)
H (1.89738, 3.53316, 1.18319)
H (2.76343, 2.00217, 1.38068)
H (1.13837, 3.42231, 3.53306)
H (2.00153, 1.89720, 3.77050)
H (-0.67591, 2.15774, 4.32295)
H (-1.57718, 1.27307, 3.08710)
H (-0.91570, 4.26677, 3.03410)
H (-2.50310, 3.51509, 3.22413)
H (-1.64414, 3.38088, 1.68199)
O (4.69369, -0.51389, 1.90476)
C (3.53453, -0.51081, 1.85696)
N (2.31368, -0.51181, 1.81418)

=====

Run Q
C27H31N9O3ReS | wB97M-V/def2-TZVPD

The charge is +2. As for the spin multiplicity: 2. The value obtained for the HOMO energy (spin up / spin down) is -13.89 / -13.96 eV. The value obtained for the orbital gap (spin up / spin down) is 5.8127 / 6.2939 eV.

Positions of all 72 atoms, in Å:
Re (1.02806, 0.47634, 0.24349)
N (-0.01886, 3.20027, 3.46779)
C (0.70543, 2.46876, 2.64925)
N (0.33056, 2.14605, 1.42801)
C (-0.91671, 2.58230, 0.96768)
N (-1.27118, 2.31445, -0.25052)
N (-0.22261, 1.66387, -0.87753)
C (0.07827, 1.97963, -2.08569)
C (1.43214, 1.64213, -2.47871)
C (1.94965, 1.86276, -3.74314)
C (3.30877, 1.68001, -3.94468)
C (4.09519, 1.28970, -2.87246)
C (3.50566, 1.05417, -1.64286)
N (2.19514, 1.22319, -1.43304)
C (-1.77386, 3.33859, 1.85633)
C (-3.05517, 3.76368, 1.48368)
C (-3.82212, 4.47100, 2.37967)
C (-3.32815, 4.76774, 3.65610)
C (-2.06839, 4.36294, 4.03889)
C (-1.29921, 3.64905, 3.12788)
H (0.32016, 3.36464, 4.40644)
H (1.66115, 2.11488, 3.01214)
H (-0.57551, 2.61627, -2.67144)
H (1.29771, 2.19085, -4.54103)
H (3.74827, 1.85955, -4.91610)
H (5.16343, 1.16539, -2.97819)
H (4.08948, 0.73612, -0.79153)
H (-3.42147, 3.52907, 0.49450)
H (-4.81134, 4.80329, 2.09851)
H (-3.94335, 5.31808, 4.35431)
H (-1.68718, 4.58247, 5.02729)
C (4.11190, -3.74024, -0.55393)
C (2.64783, -3.34547, -0.41769)
S (2.25600, -2.00648, -1.56030)
O (1.08231, -1.25038, -0.85993)
C (1.41227, -2.84228, -2.90162)
C (0.12754, -3.55585, -2.51617)
H (4.32067, -4.57457, 0.11299)
H (4.77484, -2.91794, -0.28678)
H (4.35384, -4.06255, -1.56699)
H (2.41493, -2.92999, 0.56371)
H (1.97174, -4.17616, -0.61152)
H (2.17765, -3.50027, -3.32377)
H (1.22783, -2.04765, -3.62698)
H (0.31027, -4.50635, -2.01923)
H (-0.43398, -3.76440, -3.42574)
H (-0.48980, -2.92236, -1.88077)
N (-0.10931, -0.38805, 1.54168)
C (-0.58820, -0.77263, 2.55192)
C (-1.12679, -1.09301, 3.73936)
C (-1.23192, -2.44695, 4.17210)
N (-1.31086, -3.54843, 4.48759)
C (-1.50689, 0.01580, 4.55610)
N (-1.75077, 0.97732, 5.13771)
C (-2.27493, -0.51277, -3.12539)
C (-2.93244, -0.47834, -1.75962)
O (-2.13926, -1.24011, -0.85367)
C (-2.88997, -2.01708, 0.07847)
C (-2.08891, -3.23985, 0.48322)
H (-2.75027, 0.19636, -3.80415)
H (-2.34958, -1.50672, -3.56637)
H (-1.21334, -0.26594, -3.04332)
H (-3.93957, -0.89798, -1.82220)
H (-3.02971, 0.54853, -1.39168)
H (-3.82498, -2.33238, -0.39224)
H (-3.16095, -1.40003, 0.94478)
H (-2.19637, -4.03903, -0.24963)
H (-2.42633, -3.62845, 1.44246)
H (-1.02851, -2.99421, 0.56088)
O (4.59166, 0.48065, 2.57521)
C (3.64713, 0.34525, 1.91915)
N (2.67129, 0.16378, 1.22733)

=====

Short version: run P is the least stable of them.

=====

Run P
C3H3N2P | wB97M-V/def2-TZVPD

The charge is 0. Its SMILES is CP(C#N)C#N. The value obtained for the HOMO energy is -11.08 eV. The value obtained for the orbital gap is 11.1803 eV.

Positions of all 9 atoms, in Å:
C (-0.12313, 0.12585, -0.08961)
P (-1.72082, -0.04866, -0.99931)
C (-2.39546, 1.33342, -0.02093)
N (-2.82304, 2.14724, 0.64620)
C (-2.50552, -1.30664, -0.00074)
N (-2.88446, -2.19700, 0.60723)
H (-0.21641, 0.10088, 1.05114)
H (0.40330, 0.95810, -0.53744)
H (0.67104, -0.71950, -0.36981)

=====

Run Q
C3H3N2P | wB97M-V/def2-TZVPD

The charge is 0. The value obtained for the HOMO energy (spin up / spin down) is -9.93 / -10.69 eV. The value obtained for the orbital gap (spin up / spin down) is 8.2770 / 8.0981 eV.

Positions of all 9 atoms, in Å:
C (1.03404, 1.16642, 0.08693)
C (0.99206, -1.28197, 0.09858)
C (0.32097, -0.03217, -0.01806)
N (1.54755, 2.14910, 0.32474)
N (1.66252, -2.18942, 0.19801)
P (-1.01209, 0.03743, -1.26178)
H (-0.75125, -0.06175, 1.74914)
H (-1.86956, 1.05783, -0.60933)
H (-1.92422, -0.84546, -0.56823)

=====

Short version: run Q is the least stable of them.

=====

Run P
C5H13NO3S | wB97M-V/def2-TZVPD

The charge is 0. Its SMILES is CN(C)[C@](C)(O)S(C)(=O)=O. The value obtained for the HOMO energy is -8.25 eV. The value obtained for the orbital gap is 8.7968 eV.

Positions of all 23 atoms, in Å:
C (1.05350, -0.93654, -0.57348)
N (0.90681, 0.36595, -0.05715)
C (1.07584, 0.44285, 1.39673)
C (-0.22870, 1.10536, -0.57605)
C (-0.43719, 1.09472, -2.09020)
O (-0.29716, 2.41683, -0.07226)
S (-1.96603, 0.14054, 0.10793)
C (-2.42479, 0.73341, 1.87421)
O (-2.99352, 0.24396, -0.94616)
O (-1.55245, -1.21366, 0.37184)
H (1.03813, -0.82478, -1.66968)
H (2.09953, -1.24920, -0.40450)
H (0.17335, -1.57304, -0.30468)
H (0.61153, -0.45670, 1.77690)
H (2.23330, 0.38833, 1.57180)
H (0.52711, 1.39346, 1.72063)
H (-0.43984, 0.14884, -2.61298)
H (0.22500, 1.68115, -2.54914)
H (-1.30937, 1.71855, -2.24279)
H (-0.67812, 3.00816, -0.72202)
H (-3.58706, 0.84959, 1.93543)
H (-1.89139, 1.67361, 1.91479)
H (-2.08784, -0.06517, 2.47054)

=====

Run Q
C5H13NO3S | wB97M-V/def2-TZVPD

The charge is 0. The value obtained for the HOMO energy (spin up / spin down) is -8.70 / -6.25 eV. The value obtained for the orbital gap (spin up / spin down) is 8.6532 / 4.4346 eV.

Positions of all 23 atoms, in Å:
C (-1.38748, -1.39118, -0.92313)
C (-0.59891, 1.31531, 0.30556)
C (1.11090, 0.13322, 1.44272)
C (1.21666, 0.36712, -0.91876)
C (-0.45641, -1.06547, 0.22951)
N (0.29273, 0.21528, 0.23596)
O (-3.37549, 1.34383, 2.71564)
O (-0.95955, 1.66642, 3.23841)
O (-1.92110, -0.49201, 3.74953)
S (-2.17015, 0.90350, 3.49562)
H (-2.24374, -0.74229, -1.01537)
H (-0.71664, -1.40773, -1.89155)
H (-1.80029, -2.41321, -0.95461)
H (-1.28546, 1.33198, -0.64384)
H (-1.23674, 1.27234, 1.13805)
H (-0.01602, 2.14066, 0.31486)
H (1.99032, -0.51268, 1.29874)
H (1.35675, 1.18859, 1.70489)
H (0.62225, -0.39861, 2.36515)
H (2.04347, 0.98369, -0.65265)
H (1.57816, -0.69390, -1.26931)
H (0.57968, 0.86754, -1.80416)
H (-1.16687, -1.26240, 1.11144)

=====

Short version: run Q is the least stable of them.